Here is C41H34Cl4N3O4SrTe as an isolated structure from OMol25. Energies are from the ωB97M-V functional and the def2-TZVPD basis.

```
88
Properties=species:S:1:pos:R:3:forces:R:3
Sr -0.1002 0.7582 0.0909 -0.2 0.5 -0.1
C -3.5204 -1.9745 6.0925 -0.1 0.0 0.0
C -2.5000 -1.5493 5.0721 0.1 0.0 -0.1
C -1.4073 -0.7684 5.4135 0.0 0.0 0.0
C -0.4675 -0.3400 4.4812 0.0 -0.1 0.1
C 0.6820 0.4681 4.9381 0.1 0.1 -0.1
O 1.1509 1.4050 4.3203 0.0 0.0 0.0
C 1.3370 0.0785 6.2438 0.0 0.0 0.0
C 1.4336 -1.2492 6.6482 0.0 0.0 0.0
C 2.1248 -1.5785 7.8064 0.0 0.0 0.0
C 2.7038 -0.5801 8.5760 0.0 0.0 0.0
C 2.6065 0.7471 8.1785 0.0 0.0 0.0
C 1.9375 1.0734 7.0096 0.0 0.0 0.0
C -0.5832 -0.6877 3.0955 0.0 -0.3 0.0
O 0.2731 -0.3144 2.2422 0.0 0.3 -0.1
C -1.6786 -1.5712 2.7630 0.0 0.0 -0.1
C -2.5845 -1.9554 3.7451 0.0 0.0 0.0
C -1.8499 -2.1250 1.3957 0.1 0.2 0.3
N -1.3883 -1.5357 0.3605 -0.1 -0.1 -0.1
C -1.4765 -2.1554 -0.9610 -0.1 0.1 0.1
C -0.2237 -2.9553 -1.2848 0.0 -0.1 -0.1
Te 1.6503 -1.9783 -0.9168 0.1 0.0 0.1
C 2.0392 -2.9090 0.9506 0.1 -0.2 -0.2
C 1.9158 -4.2872 1.1066 0.0 0.0 0.0
C 2.1853 -4.8862 2.3305 0.0 0.0 0.0
C 2.6152 -4.1151 3.4015 0.0 0.0 0.1
C 2.7735 -2.7460 3.2441 0.0 0.0 0.0
C 2.4813 -2.1467 2.0253 0.0 0.0 0.1
C -2.5706 -3.4387 1.3245 0.0 0.0 0.0
C -3.8638 -3.5244 0.8198 0.0 0.0 0.0
C -4.5172 -4.7478 0.7793 0.0 0.0 0.0
C -3.8807 -5.8925 1.2373 0.0 0.0 0.0
C -2.5913 -5.8100 1.7442 0.0 0.0 0.0
C -1.9407 -4.5858 1.7965 0.0 0.0 0.0
H -3.3591 -1.4574 7.0391 0.0 0.0 0.0
H -3.4760 -3.0480 6.2949 0.0 0.0 0.0
H -4.5376 -1.7491 5.7656 0.0 0.0 0.0
H -1.2894 -0.4662 6.4500 0.0 0.0 0.0
H 0.9743 -2.0221 6.0443 0.0 0.0 0.0
H 2.2090 -2.6151 8.1079 0.0 0.0 0.0
H 3.2340 -0.8361 9.4850 0.0 0.0 0.0
H 3.0580 1.5272 8.7785 0.0 0.0 0.0
H 1.8747 2.0975 6.6657 0.0 0.0 0.0
H -3.4020 -2.6090 3.4580 0.0 0.0 0.0
H -1.5937 -1.3555 -1.6938 0.0 0.0 0.0
H -2.3313 -2.8310 -1.0541 0.0 0.0 0.0
H -0.2179 -3.2183 -2.3415 0.0 0.0 0.0
H -0.1778 -3.8761 -0.7020 0.0 0.0 0.0
H 1.6088 -4.9051 0.2709 0.0 0.0 0.0
H 2.0694 -5.9575 2.4428 0.0 0.0 0.0
H 2.8255 -4.5794 4.3575 0.0 0.0 0.0
H 3.0914 -2.1299 4.0773 0.0 0.0 0.0
H 2.5418 -1.0717 1.9469 0.0 0.1 0.0
H -4.3562 -2.6284 0.4610 0.0 0.0 0.0
H -5.5247 -4.8041 0.3873 0.0 0.0 0.0
H -4.3907 -6.8468 1.2018 0.0 0.0 0.0
H -2.0918 -6.6996 2.1073 0.0 0.0 0.0
H -0.9407 -4.5075 2.2079 0.0 0.0 0.0
Cl -4.0096 3.3141 -5.4429 0.0 0.0 0.0
C -2.7898 2.4770 -4.5284 -0.1 0.1 0.0
C -1.8492 1.7055 -5.1715 0.1 -0.1 -0.1
Cl -1.8567 1.5512 -6.9028 0.0 0.0 0.0
C -0.8749 1.0344 -4.4111 0.0 0.0 0.0
Cl 0.3191 0.0330 -5.1928 0.0 0.0 0.0
C -0.8152 1.1238 -3.0237 -0.2 0.1 0.0
O 0.0778 0.5026 -2.3089 0.2 -0.2 0.3
C -1.8168 1.9344 -2.3393 0.2 -0.2 -0.1
O -1.7837 1.9996 -1.0466 0.0 -0.1 0.1
C -2.7681 2.5828 -3.1271 0.0 0.0 0.0
Cl -3.9655 3.5382 -2.3020 0.0 0.0 0.0
N 1.9029 2.5673 0.2921 0.1 0.0 0.0
C 2.9563 2.0887 0.2508 -0.1 -0.1 0.0
N 4.1643 1.5625 0.1880 0.1 0.0 0.0
C 4.8399 1.2054 1.4428 -0.1 0.0 0.0
C 6.3442 1.2668 1.2298 0.0 0.0 0.0
C 6.7577 0.3930 0.0482 0.0 0.0 0.0
C 5.9945 0.7801 -1.2161 0.0 0.0 0.0
C 4.4956 0.7249 -0.9757 0.0 0.0 0.1
H 4.5413 0.1916 1.7372 0.0 0.0 0.0
H 4.5023 1.8910 2.2180 0.0 0.0 0.0
H 6.8457 0.9426 2.1435 0.0 0.0 0.0
H 6.6331 2.3052 1.0454 0.0 0.0 0.0
H 6.5465 -0.6553 0.2869 0.0 0.0 0.0
H 7.8335 0.4686 -0.1200 0.0 0.0 0.0
H 6.2449 0.1085 -2.0390 0.0 0.0 0.0
H 6.2669 1.7934 -1.5236 0.0 0.0 0.0
H 4.1834 -0.3071 -0.7729 0.0 0.0 0.0
H 3.9195 1.0823 -1.8279 0.0 0.0 0.0
```
Positions in Å, forces in eV/Å.

Results
Charge ... -1
LUMO ... 1.93 eV
Energy relative to the best compared isomer or geometry (same formula, charge and spin) ... 0.0000 eV
Max |F| ... 0.0105 Eh/bohr
DFT total energy ... -4187.716076 hartree


Here is C41H35As2N2O3SSn as an isolated structure from OMol25. Energies are from the ωB97M-V functional and the def2-TZVPD basis.

```
85
Properties=species:S:1:pos:R:3:forces:R:3
Sn -0.2949 -0.6102 0.7153 0.2 -1.5 0.4
O 1.2455 -2.2464 2.9034 0.1 0.0 -0.1
S 0.1489 -1.9310 3.7812 -0.1 0.1 0.0
O 0.4579 -1.5014 5.1258 0.1 -0.1 0.1
N -0.7567 -0.8608 2.9945 0.0 0.2 0.1
C -1.8385 -0.2524 3.5813 -0.1 0.0 0.2
C -2.3069 -0.4255 4.8764 0.0 -0.1 0.0
C -3.4496 0.2437 5.3483 0.0 0.0 0.0
C -4.1646 1.1148 4.5739 0.1 0.0 0.0
C -3.7228 1.3438 3.2519 0.0 0.0 0.0
C -4.3691 2.2342 2.3630 0.0 0.1 0.0
C -3.8677 2.4644 1.1136 0.2 0.1 0.1
C -2.7045 1.7671 0.7266 -0.3 0.3 0.5
N -2.1462 0.8833 1.5014 0.4 -0.2 0.1
C -2.5820 0.6695 2.7651 -0.2 -0.1 -0.1
C -0.8715 -3.3819 3.9209 0.0 0.1 -0.1
C -0.9612 -4.0428 5.1356 -0.1 0.0 0.0
C -1.7501 -5.1818 5.2281 0.0 0.0 0.0
C -2.4310 -5.6389 4.1083 0.0 0.0 0.0
C -2.3199 -4.9670 2.8965 0.0 0.0 0.0
C -1.5364 -3.8265 2.7831 0.1 0.0 0.0
H -1.7783 -1.0865 5.5456 0.0 0.0 0.0
H -3.7591 0.0549 6.3697 0.0 0.0 0.0
H -5.0402 1.6319 4.9453 0.0 0.0 0.0
H -5.2545 2.7573 2.7075 0.0 0.0 0.0
H -4.3252 3.1799 0.4429 0.0 0.0 0.0
H -2.2283 1.9624 -0.2213 0.1 -0.1 0.4
H -0.4221 -3.6562 5.9909 0.0 0.0 0.0
H -1.8342 -5.7076 6.1714 0.0 0.0 0.0
H -3.0488 -6.5267 4.1802 0.0 0.0 0.0
H -2.8443 -5.3352 2.0230 0.0 0.0 0.0
H -1.4076 -3.3015 1.8208 0.0 0.0 0.1
C 1.9634 2.0227 -0.5357 0.0 -0.1 -0.1
C 0.4582 2.0707 -0.8183 -0.1 0.3 0.2
As -0.0032 0.6425 -2.1295 0.2 0.5 -0.4
C 0.0280 1.9080 -3.6669 0.1 -0.2 -0.1
C 0.8639 1.5849 -4.7324 0.0 0.0 0.0
C 0.9509 2.4062 -5.8514 0.0 0.0 0.0
C 0.1940 3.5651 -5.9196 0.0 0.0 0.0
C -0.6474 3.8991 -4.8649 0.0 0.0 0.0
C -0.7250 3.0769 -3.7509 0.0 0.0 0.0
C -1.9383 0.2399 -2.2272 0.0 -0.3 0.2
C -3.1069 0.9674 -2.0231 -0.5 0.4 -1.0
C -4.3498 0.4689 -2.3984 0.1 -0.3 0.2
C -4.4647 -0.8164 -2.9068 0.0 0.0 0.1
C -3.3226 -1.5892 -3.0366 0.0 -0.1 -0.1
C -2.0825 -1.0693 -2.6998 0.0 0.1 0.0
As 2.7638 0.4629 0.4457 0.3 0.4 -0.1
C 4.5957 1.2348 0.3061 0.0 0.0 -0.1
C 5.6749 0.5809 -0.2836 0.0 -0.1 0.0
C 6.9425 1.1499 -0.2891 0.0 0.0 0.0
C 7.1583 2.3868 0.3005 0.0 0.0 0.0
C 6.0976 3.0431 0.9095 0.0 0.0 0.0
C 4.8356 2.4667 0.9156 0.0 0.0 0.0
C 2.9010 -0.8094 -1.0325 0.0 -0.1 0.1
C 2.4786 -2.1132 -0.7971 0.0 0.0 0.0
C 2.4983 -3.0502 -1.8239 0.0 0.0 0.0
C 2.9544 -2.6942 -3.0828 0.0 0.0 0.0
C 3.3931 -1.3955 -3.3208 0.0 0.0 0.0
C 3.3595 -0.4593 -2.3008 0.0 0.0 0.0
H 2.2132 2.8656 0.1128 0.0 0.1 -0.1
H 2.5278 2.1489 -1.4636 0.0 0.0 0.0
H 0.2062 3.0546 -1.2247 0.0 0.0 0.0
H -0.0806 1.9365 0.1145 0.0 0.1 -0.1
H 1.4554 0.6766 -4.6821 0.0 0.0 0.0
H 1.6087 2.1380 -6.6695 0.0 0.0 0.0
H 0.2558 4.2071 -6.7897 0.0 0.0 0.0
H -1.2436 4.8026 -4.9126 0.0 0.0 0.0
H -1.3878 3.3514 -2.9369 0.0 0.0 0.0
H -3.1548 1.9902 -1.6824 0.4 0.1 -0.2
H -5.2326 1.0768 -2.2397 0.0 0.0 -0.1
H -5.4337 -1.2195 -3.1738 0.0 0.0 0.0
H -3.3890 -2.6075 -3.3986 0.0 0.0 0.0
H -1.2028 -1.6936 -2.8004 0.0 0.0 0.1
H 5.5285 -0.3887 -0.7437 0.0 0.0 0.0
H 7.7645 0.6220 -0.7579 0.0 0.0 0.0
H 8.1456 2.8318 0.2938 0.0 0.0 0.0
H 6.2541 4.0034 1.3865 0.0 0.0 0.0
H 4.0260 2.9881 1.4157 0.0 0.0 0.0
H 2.0897 -2.3982 0.1748 0.0 0.0 0.0
H 2.1400 -4.0534 -1.6328 0.0 0.0 0.0
H 2.9664 -3.4249 -3.8827 0.0 0.0 0.0
H 3.7516 -1.1124 -4.3038 0.0 0.0 0.0
H 3.6953 0.5535 -2.4966 0.0 0.0 0.0
O -0.8110 -2.3561 0.2384 -0.4 0.2 0.0
```
Positions in Å, forces in eV/Å.

Results
Charge ... -1
LUMO ... 2.34 eV
Energy relative to the best compared isomer or geometry (same formula, charge and spin) ... 1.4951 eV
Max |F| ... 0.0305 Eh/bohr
DFT total energy ... -7002.637761 hartree